This record from the OMol25 dataset describes a molecular structure, C45H34BrN4OP2Ru in a non-equilibrium geometry. The level of theory is ωB97M-V/def2-TZVPD.

Total charge: 0
2S+1: 6
Energy, Eh: -5380.89942
Strongest force on any atom, eV Å⁻¹: 2.174
E_LUMO (alpha / beta), eV: 0.1732 / -2.9882
HOMO-LUMO gap (alpha / beta), eV: 7.0 / 5.1
ΔE to the lowest compared entry with this formula, charge and spin, kcal/mol: 7.52

```
88
C45H34BrN4OP2Ru, DFT ωB97M-V/def2-TZVPD
Ru 0.376 0.545 -0.712
C 1.411 2.307 1.994
P 0.397 2.615 0.466
C 0.930 4.171 -0.277
C 0.138 4.621 -1.333
C 0.522 5.730 -2.059
C 1.702 6.384 -1.745
C 2.487 5.942 -0.692
C 2.107 4.832 0.042
C -1.138 3.108 1.335
C -2.116 2.147 1.555
C -3.246 2.450 2.290
C -3.407 3.725 2.803
C -2.432 4.688 2.596
C -1.298 4.384 1.868
C 0.962 0.973 2.474
C 0.804 0.446 3.761
C 0.281 -0.837 3.605
C 0.132 -1.043 2.229
C -0.471 -2.158 1.456
P -1.608 -1.331 0.229
C -3.189 -1.098 1.105
C -3.445 -1.350 2.448
C -4.718 -1.134 2.952
C -5.727 -0.645 2.137
C -5.463 -0.359 0.805
C -4.200 -0.577 0.295
C -2.128 -2.698 -0.862
C -2.776 -3.810 -0.330
C -3.217 -4.816 -1.169
C -3.007 -4.718 -2.536
C -2.378 -3.604 -3.068
C -1.945 -2.588 -2.234
N 0.552 0.060 1.567
H 1.235 3.088 2.740
H 2.474 2.301 1.729
H -0.768 4.080 -1.581
H -0.087 6.068 -2.884
H 2.019 7.231 -2.336
H 3.411 6.447 -0.449
H 2.733 4.470 0.846
H -1.989 1.157 1.133
H -3.999 1.695 2.458
H -4.295 3.972 3.364
H -2.555 5.681 3.004
H -0.537 5.134 1.700
H 1.061 0.947 4.674
H 0.025 -1.533 4.382
H -0.993 -2.873 2.096
H 0.275 -2.690 0.848
H -2.666 -1.707 3.105
H -4.927 -1.350 3.991
H -6.711 -0.461 2.543
H -6.239 0.039 0.168
H -3.967 -0.340 -0.735
H -2.945 -3.868 0.737
H -3.728 -5.674 -0.754
H -3.346 -5.511 -3.186
H -2.233 -3.521 -4.135
H -1.469 -1.702 -2.635
O 6.361 2.029 0.259
C 5.125 1.529 0.053
C 4.762 0.236 0.465
C 3.476 -0.199 0.233
N 2.556 0.577 -0.334
C 2.873 1.822 -0.692
Br 1.887 2.124 -2.906
C 4.164 2.324 -0.556
H 6.935 1.357 0.648
H 5.476 -0.413 0.955
H 3.169 -1.190 0.540
H 4.405 3.319 -0.892
N -2.183 1.314 -2.385
C -1.220 1.052 -1.814
N 4.658 -7.845 -3.489
C 4.071 -6.882 -3.276
C 3.361 -5.697 -2.987
C 3.410 -5.170 -1.693
C 2.725 -4.016 -1.394
C 1.987 -3.354 -2.385
C 1.927 -3.896 -3.675
C 2.606 -5.056 -3.974
C 1.347 -2.145 -2.058
C 0.796 -1.104 -1.725
H 3.992 -5.675 -0.935
H 2.752 -3.612 -0.391
H 1.348 -3.395 -4.435
H 2.566 -5.476 -4.969
```

Atomic partial charges in e from the Löwdin method, atoms 1 to 6: number 1, Ru, carries 0.96; number 2, C, carries -0.20; number 3, P, carries 0.98; number 4, C, carries -0.41; number 5, C, carries -0.13; number 6, C, carries -0.07